Record 1
{"formula": "C18H26N2OPdS2", "method": "ωB97M-V/def2-TZVPD", "symbols": ["Pd", "C", "C", "C", "C", "C", "C", "C", "C", "C", "C", "H", "H", "H", "H", "H", "H", "H", "H", "H", "H", "H", "H", "H", "H", "O", "S", "C", "C", "C", "C", "H", "H", "H", "H", "H", "H", "H", "H", "S", "C", "N", "C", "C", "C", "N", "H", "H", "H", "H"], "xyz": [[1.418219, 0.600389, 1.681972], [-1.182920, 3.713271, 5.378485], [-0.492133, 2.355498, 5.400640], [-0.924467, 1.544471, 6.693636], [-0.806153, 1.438082, 4.300956], [0.109311, 0.360845, 3.989898], [-0.211350, -0.598444, 3.051561], [-1.492487, -0.565228, 2.398295], [-1.937168, -1.684106, 1.548362], [-2.361879, 0.526137, 2.672485], [-2.037928, 1.483867, 3.592342], [-0.800778, 4.318587, 6.198462], [-2.259523, 3.625602, 5.527361], [-0.997122, 4.252236, 4.448933], [0.594983, 2.464363, 5.476652], [-2.000614, 1.379452, 6.693338], [-0.659806, 2.177512, 7.540650], [-0.406976, 0.591451, 6.791491], [1.007234, 0.269859, 4.592398], [0.390015, -1.501129, 2.956103], [-1.113667, -2.266867, 1.139184], [-2.615988, -1.356032, 0.761134], [-2.524276, -2.368065, 2.182953], [-3.316727, 0.566973, 2.161905], [-2.733396, 2.285433, 3.804363], [-0.605801, -1.184362, -6.391397], [-1.016128, -1.911655, -7.600448], [-2.395297, -1.173618, -8.526334], [-1.719293, -0.666837, -9.800333], [-0.630170, -1.680021, -10.182385], [0.215150, -1.954989, -8.938446], [-2.840966, -0.427450, -7.870229], [-3.103764, -1.983115, -8.708158], [-1.283608, 0.317223, -9.623623], [-2.464075, -0.573038, -10.589044], [0.016074, -1.286691, -10.965862], [-1.071892, -2.605954, -10.551804], [0.917080, -1.156012, -8.690882], [0.714403, -2.920840, -8.911737], [2.885104, 2.133975, 0.791947], [4.134504, 1.182870, 1.556193], [5.442196, 1.501521, 1.492880], [6.379844, 0.722261, 2.064340], [5.977407, -0.421487, 2.725945], [4.616537, -0.699422, 2.776720], [3.711847, 0.106935, 2.197016], [5.728021, 2.348337, 0.999246], [7.412137, 1.040534, 1.970824], [6.705361, -1.074250, 3.189803], [4.239802, -1.578473, 3.285164]], "forces_ev_per_a": [[0.1, 0.1, 0.4], [0.0, 0.0, 0.0], [0.0, 0.0, 0.0], [0.0, 0.0, 0.0], [0.0, 0.0, 0.0], [0.0, 0.0, 0.0], [0.0, -0.1, -0.1], [0.0, 0.0, 0.0], [0.0, 0.0, 0.0], [0.0, 0.0, 0.0], [0.0, 0.0, 0.0], [0.0, 0.0, 0.0], [0.0, 0.0, 0.0], [0.0, 0.0, 0.0], [0.0, 0.0, 0.0], [0.0, 0.0, 0.0], [0.0, 0.0, 0.0], [0.0, 0.0, 0.0], [0.0, 0.0, 0.0], [0.0, 0.0, 0.0], [0.0, 0.0, 0.0], [0.0, 0.0, 0.0], [0.0, 0.0, 0.0], [0.0, 0.0, 0.0], [0.0, 0.0, 0.0], [0.0, -0.1, -0.2], [0.0, 0.0, 0.0], [0.0, 0.0, 0.0], [0.0, 0.0, 0.0], [0.0, 0.0, 0.0], [0.0, 0.0, 0.0], [0.0, 0.0, 0.0], [0.0, 0.0, 0.0], [0.0, 0.0, 0.0], [0.0, 0.0, 0.0], [0.0, 0.0, 0.0], [0.0, 0.0, 0.0], [0.0, 0.0, 0.0], [0.0, 0.0, 0.0], [0.0, 0.0, 0.0], [0.0, 0.0, 0.0], [0.0, 0.0, 0.0], [0.0, 0.0, 0.0], [0.0, 0.0, 0.0], [0.0, 0.0, 0.0], [0.0, -0.1, 0.0], [0.0, 0.0, 0.0], [0.0, 0.0, 0.0], [0.0, 0.0, 0.0], [0.0, 0.0, 0.0]], "mulliken_charge": [0.385, -1.654, 0.592, -1.237, 0.576, -0.406, -1.519, 1.293, -1.422, -0.845, -0.259, 0.424, 0.412, 0.420, 0.391, 0.410, 0.409, 0.412, 0.592, 0.520, 0.413, 0.434, 0.358, 0.499, 0.394, -0.379, 0.646, -0.492, -0.605, -0.609, -0.489, 0.396, 0.392, 0.323, 0.347, 0.349, 0.333, 0.380, 0.407, -0.070, 0.647, 0.005, 0.051, -0.649, -0.044, -0.222, 0.315, 0.460, 0.442, 0.472], "e_lumo_ev": [-12.2, -15.2], "charge": 4, "spin_multiplicity": 5, "gap_ev": [7.22, 5.04], "e_homo_ha": [-0.71512, -0.74422]}

=====

Record 2
{"formula": "C35H54ClF18NNbO13", "method": "ωB97M-V/def2-TZVPD", "symbols": ["C", "C", "C", "C", "C", "Nb", "C", "C", "O", "C", "N", "C", "Cl", "C", "C", "H", "H", "H", "H", "H", "H", "H", "H", "H", "H", "H", "H", "H", "H", "H", "H", "H", "H", "H", "H", "H", "H", "H", "H", "C", "C", "O", "C", "O", "C", "F", "F", "F", "H", "H", "H", "H", "H", "C", "C", "O", "C", "O", "C", "F", "F", "F", "H", "H", "H", "H", "H", "C", "C", "O", "C", "O", "C", "F", "F", "F", "H", "H", "H", "H", "H", "C", "C", "O", "C", "O", "C", "F", "F", "F", "H", "H", "H", "H", "H", "C", "C", "O", "C", "O", "C", "F", "F", "F", "H", "H", "H", "H", "H", "C", "C", "O", "C", "O", "C", "F", "F", "F", "H", "H", "H", "H", "H"], "xyz": [[-1.144462, -1.688261, -0.749248], [-0.537231, -1.723143, -1.788134], [0.427545, -1.771958, -2.912111], [0.540870, -0.453312, -3.688967], [0.794696, 0.773269, -2.790724], [2.905777, 0.971813, -1.962674], [2.522194, -0.433755, -0.191071], [3.441203, -1.627353, 0.073846], [3.522483, -2.500581, -1.056609], [4.862101, -1.209146, 0.503307], [5.451088, -2.307397, 1.311440], [2.496129, 2.793625, -0.599683], [0.703146, 3.214499, -0.533348], [3.249079, 4.154043, -0.824066], [4.463975, 4.165952, -1.758028], [-1.676483, -1.794073, 0.162990], [1.413742, -2.028095, -2.514317], [0.119543, -2.598384, -3.556965], [1.331807, -0.597666, -4.425257], [-0.383230, -0.330203, -4.274016], [0.028029, 0.790770, -2.011840], [0.646519, 1.654911, -3.427272], [4.687277, 1.073513, -1.483841], [3.318754, 1.949448, -3.452284], [3.392113, -0.481087, -2.963797], [1.479831, -0.762363, -0.261070], [2.584739, 0.179032, 0.716543], [3.048747, -2.227494, 0.909675], [4.294137, -3.055575, -0.955973], [5.429400, -1.049226, -0.414432], [4.784473, -0.304093, 1.100100], [5.753068, -3.057741, 0.702464], [6.303395, -1.951481, 1.729332], [2.717718, 2.487551, 0.423226], [2.517921, 4.888542, -1.156489], [3.603842, 4.489019, 0.158034], [4.964267, 5.135273, -1.625281], [4.142621, 4.130850, -2.795232], [5.196049, 3.400039, -1.527589], [-0.741155, 6.892708, -2.352525], [-0.776166, 8.175109, -3.154709], [-0.053412, 9.230040, -2.487373], [1.264139, 9.223109, -2.641221], [1.906751, 8.450089, -3.283415], [1.869750, 10.421718, -1.897701], [1.354758, 10.550433, -0.670638], [1.616874, 11.555312, -2.571267], [3.186434, 10.294856, -1.785563], [-1.111619, 7.066879, -1.341622], [-1.358943, 6.131297, -2.826736], [0.273112, 6.504809, -2.265998], [-1.801939, 8.528657, -3.245446], [-0.385724, 8.031068, -4.161583], [0.654837, -5.285811, -0.004210], [0.260373, -6.089300, 1.213621], [-1.139210, -5.917510, 1.528765], [-1.990230, -6.648343, 0.829262], [-1.727797, -7.446086, -0.020700], [-3.419434, -6.362684, 1.309614], [-3.643893, -5.055515, 1.450152], [-3.629049, -6.946030, 2.505127], [-4.317705, -6.848354, 0.459338], [0.395024, -4.235030, 0.129228], [1.726836, -5.359991, -0.172876], [0.137545, -5.638799, -0.896217], [0.798322, -5.736090, 2.091134], [0.483159, -7.149275, 1.091295], [-4.991891, -7.347027, 5.505055], [-4.112750, -8.578224, 5.491683], [-3.272089, -8.631958, 6.662083], [-3.839823, -9.093896, 7.765904], [-4.966571, -9.472236, 7.887548], [-2.807090, -9.120726, 8.901326], [-2.106629, -7.984226, 8.951475], [-1.947401, -10.131420, 8.715991], [-3.403341, -9.294687, 10.076493], [-4.384675, -6.447551, 5.609894], [-5.560597, -7.278606, 4.579048], [-5.691371, -7.369252, 6.340580], [-3.433443, -8.546638, 4.643178], [-4.700002, -9.492399, 5.413522], [-4.743583, 11.316090, -7.364520], [-3.943379, 11.388202, -6.081770], [-4.701997, 10.890447, -4.964766], [-4.734704, 9.569964, -4.828302], [-4.199663, 8.780845, -5.547740], [-5.530596, 9.196060, -3.571668], [-6.669682, 9.892413, -3.495555], [-4.805428, 9.461540, -2.478358], [-5.829375, 7.903663, -3.572503], [-5.691824, 11.842940, -7.251832], [-4.184693, 11.770130, -8.182060], [-4.967149, 10.283813, -7.631306], [-3.710685, 12.421694, -5.834369], [-3.003306, 10.843916, -6.162192], [-2.673761, 2.839585, 0.790565], [-2.769861, 1.952447, 2.009923], [-4.129279, 1.859442, 2.496369], [-4.919726, 0.998830, 1.874008], [-4.631510, 0.284087, 0.962607], [-6.304208, 1.009360, 2.537553], [-6.735909, 2.257032, 2.757138], [-6.256611, 0.376970, 3.719164], [-7.201257, 0.390691, 1.776050], [-3.098229, 3.823694, 0.998585], [-1.629328, 2.958686, 0.505479], [-3.218444, 2.415399, -0.052785], [-2.202470, 2.378714, 2.834441], [-2.377427, 0.955515, 1.813502], [6.848558, -7.717459, 3.779514], [7.336496, -7.851015, 2.352815], [6.256926, -7.691603, 1.416281], [5.909542, -6.437524, 1.147806], [6.406932, -5.452163, 1.601755], [4.776185, -6.426491, 0.110899], [3.825764, -7.318859, 0.414587], [5.258304, -6.743612, -1.097599], [4.208411, -5.229792, 0.030426], [6.038027, -8.421234, 3.971947], [7.661782, -7.919549, 4.476004], [6.469790, -6.714436, 3.973040], [7.728587, -8.850330, 2.174857], [8.127941, -7.136280, 2.129853]], "forces_ev_per_a": [[0.0, -0.3, -0.3], [0.7, 0.0, 0.2], [-0.4, 0.1, 0.3], [-0.5, -0.1, -0.2], [0.7, -0.7, -1.0], [-2.9, 0.2, 1.3], [1.1, -0.6, -0.5], [0.1, 0.1, 0.5], [-0.5, 0.1, -0.3], [-0.7, -1.0, -0.3], [0.1, 0.6, 0.1], [0.9, 1.2, -0.3], [0.1, -0.2, 0.1], [0.1, -0.5, 0.5], [-0.3, 0.9, 0.2], [-0.2, 0.2, 0.0], [0.0, 0.0, 0.2], [0.1, 0.1, -0.2], [0.1, 0.1, 0.1], [0.0, 0.0, 0.1], [0.1, 0.2, 0.2], [0.0, 0.2, 0.2], [0.2, -0.1, -0.3], [0.5, -0.3, -0.3], [0.4, 0.3, 0.0], [0.0, 0.0, -0.1], [-0.1, 0.2, -0.1], [0.0, 0.0, 0.1], [0.1, -0.2, 0.0], [0.0, 0.5, 0.0], [0.3, 0.1, 0.0], [0.0, -0.1, 0.0], [0.1, -0.2, 0.1], [-0.1, -0.1, 0.0], [0.1, 0.1, -0.1], [-0.1, 0.1, 0.0], [0.0, -0.1, 0.0], [0.2, -0.4, -0.1], [-0.1, -0.3, -0.1], [0.3, 0.1, 0.2], [-0.4, -0.5, -0.2], [0.1, 0.2, 0.0], [-0.4, -0.3, -0.2], [0.2, 0.1, 0.0], [0.2, 0.1, 0.2], [0.0, 0.0, 0.0], [0.0, 0.0, -0.1], [0.0, 0.0, 0.0], [-0.1, 0.0, 0.0], [0.0, 0.0, 0.0], [0.0, 0.0, -0.1], [0.1, 0.2, 0.1], [0.2, 0.1, 0.1], [-0.3, 0.1, -0.1], [0.6, 0.0, -0.1], [-0.3, -0.1, 0.1], [0.6, 0.1, 0.1], [-0.2, -0.1, -0.1], [-0.4, 0.2, -0.1], [0.0, 0.0, 0.0], [0.1, -0.1, 0.1], [0.0, -0.1, 0.0], [0.1, 0.0, 0.0], [0.0, 0.0, 0.0], [0.0, -0.1, 0.0], [-0.2, 0.1, 0.1], [-0.2, 0.0, -0.1], [0.0, 0.1, 0.3], [-0.3, 0.1, -0.5], [0.1, -0.1, 0.2], [-0.1, 0.1, -0.5], [0.0, -0.1, 0.2], [0.1, 0.1, 0.3], [0.0, 0.0, 0.0], [0.0, 0.0, 0.0], [0.0, 0.0, 0.0], [0.0, 0.0, -0.1], [0.0, 0.0, 0.0], [0.0, -0.1, 0.0], [0.2, 0.0, 0.1], [0.0, 0.0, 0.2], [-0.2, -0.2, 0.1], [0.2, 0.3, -0.4], [-0.1, -0.1, 0.3], [0.3, 0.5, -0.5], [-0.1, -0.3, 0.2], [-0.2, -0.2, 0.2], [0.0, 0.0, 0.0], [0.1, 0.0, 0.0], [0.0, 0.0, 0.0], [0.1, 0.1, 0.0], [0.0, 0.0, 0.0], [0.1, 0.0, 0.0], [-0.1, 0.0, 0.2], [-0.1, -0.1, 0.1], [-0.3, 0.0, -0.1], [0.5, 0.1, -0.2], [-0.2, -0.1, 0.1], [0.6, 0.2, 0.0], [-0.2, -0.1, -0.1], [-0.3, 0.0, 0.0], [0.0, 0.0, 0.0], [0.0, 0.0, 0.1], [0.0, 0.0, 0.0], [0.1, 0.0, 0.1], [0.0, 0.0, 0.0], [0.1, -0.1, 0.0], [-0.2, 0.0, 0.1], [-0.2, 0.0, 0.0], [-0.2, 0.1, 0.0], [0.4, -0.2, 0.4], [-0.1, 0.0, -0.2], [0.3, -0.2, 0.3], [-0.1, 0.1, -0.1], [-0.4, 0.0, -0.3], [0.0, 0.0, 0.1], [0.1, 0.0, 0.0], [0.2, 0.0, 0.1], [0.1, -0.1, 0.0], [0.0, 0.0, 0.0], [0.1, 0.0, 0.0], [-0.1, 0.0, -0.1], [-0.1, 0.1, 0.0]], "mulliken_charge": [-0.133, -0.348, -0.230, -0.759, -0.959, -1.122, -1.039, 0.678, -0.464, -0.818, -0.469, -0.067, -0.364, -0.038, -1.207, 0.515, -0.235, 0.473, 0.325, 0.370, 0.400, 0.638, 0.051, -0.002, 0.069, 0.126, 0.641, 0.109, 0.231, 0.304, 0.387, 0.120, 0.218, 0.254, 0.008, 0.222, 0.424, 0.253, 0.279, -1.034, 0.016, -0.350, 0.390, -0.519, 0.885, -0.249, -0.256, -0.243, 0.313, 0.389, 0.203, 0.092, 0.347, -0.696, -0.271, -0.301, 0.313, -0.527, 0.887, -0.241, -0.248, -0.251, 0.240, 0.016, 0.368, 0.325, 0.354, -1.118, -0.165, -0.332, 0.326, -0.513, 0.929, -0.246, -0.254, -0.244, 0.295, 0.337, 0.401, 0.275, 0.319, -1.122, -0.191, -0.329, 0.392, -0.508, 0.878, -0.252, -0.240, -0.239, 0.299, 0.379, 0.321, 0.343, 0.281, -0.442, -0.218, -0.323, 0.343, -0.513, 0.905, -0.251, -0.262, -0.240, 0.337, -0.139, 0.343, 0.315, 0.270, -1.103, -0.215, -0.338, 0.262, -0.505, 1.041, -0.275, -0.293, -0.142, 0.302, 0.368, 0.319, 0.318, 0.318], "e_lumo_ev": 1.8, "charge": -1, "spin_multiplicity": 1, "gap_ev": 6.62, "e_homo_ha": -0.17884}